Record 1
The following is a DFT calculation (the ωB97M-V functional and the def2-TZVPD basis) of a 3-piece molecular cluster, C44H88N8O5P2 overall in a non-equilibrium geometry.

Geometry as XYZ:
```
147
Properties=species:S:1:pos:R:3:lowdin_charge:R:1
C 6.95 5.00 -0.98 -0.136
C 7.60 4.12 -2.23 -0.196
C 8.40 2.76 -1.70 -0.252
N 9.11 2.19 -2.93 -0.073
C 10.60 1.99 -2.63 -0.193
C 10.69 0.73 -1.56 -0.127
C 10.12 -0.73 -2.03 -0.010
C 10.11 -2.04 -1.04 -0.057
C 10.69 -1.96 0.50 -0.065
C 11.31 -0.50 0.98 -0.068
C 11.31 0.84 -0.03 -0.030
C 7.19 1.75 -1.14 -0.247
C 7.54 1.19 0.39 -0.171
C 7.41 2.36 1.54 -0.128
O 7.16 0.55 -2.00 -0.175
C 5.86 0.38 -2.68 -0.287
C 5.83 -0.81 -3.82 -0.121
C 6.76 -2.12 -3.47 -0.177
C 5.91 -3.40 -2.87 -0.193
C 5.85 -4.70 -3.86 -0.221
C 7.26 -5.52 -4.01 -0.224
C 8.11 -5.71 -2.62 -0.206
C 7.23 -6.20 -1.32 -0.135
C 7.75 -5.25 -0.04 -0.191
O 7.82 -5.99 1.23 -0.122
C 7.39 -5.05 2.30 -0.278
C 8.39 -4.18 3.27 -0.034
O 6.06 -4.92 2.54 -0.032
C 4.59 0.12 -1.68 -0.135
C 3.25 0.86 -2.36 -0.194
C 1.99 -0.18 -2.58 -0.183
C 0.74 0.12 -1.55 -0.160
N 0.51 -1.05 -0.58 -0.191
C 1.53 -1.94 0.13 -0.052
C 0.60 -2.99 0.99 -0.089
C -0.98 -2.60 0.72 -0.081
C -0.97 -1.32 -0.31 -0.040
H 6.69 6.07 -1.39 0.072
H 5.95 4.49 -0.63 0.079
H 7.73 5.16 -0.10 0.074
H 6.66 3.71 -2.84 0.117
H 8.27 4.82 -2.89 0.110
H 9.14 3.08 -0.84 0.141
H 9.03 2.92 -3.69 0.103
H 11.08 2.93 -2.11 0.114
H 11.14 1.74 -3.66 0.134
H 9.66 -0.87 -3.11 0.095
H 9.66 -3.05 -1.42 0.043
H 10.64 -2.93 1.16 0.062
H 11.75 -0.45 2.07 0.077
H 11.75 1.87 0.32 0.083
H 6.17 2.32 -1.05 0.132
H 6.69 0.40 0.63 0.113
H 8.55 0.59 0.43 0.088
H 7.80 3.42 1.21 0.050
H 8.04 2.06 2.50 0.081
H 6.28 2.38 1.87 0.084
H 5.66 1.40 -3.27 0.142
H 4.71 -1.16 -3.90 0.115
H 6.16 -0.40 -4.89 0.123
H 7.24 -2.48 -4.49 0.114
H 7.63 -1.91 -2.71 0.083
H 6.28 -3.62 -1.78 0.089
H 4.78 -3.01 -2.76 0.103
H 5.03 -5.51 -3.55 0.115
H 5.56 -4.32 -4.94 0.117
H 7.12 -6.56 -4.58 0.118
H 7.95 -4.87 -4.73 0.107
H 8.75 -4.74 -2.45 0.084
H 8.90 -6.58 -2.83 0.123
H 6.08 -6.03 -1.41 0.114
H 7.40 -7.31 -0.99 0.122
H 7.08 -4.31 0.13 0.124
H 8.86 -4.86 -0.25 0.117
H 8.39 -4.55 4.40 0.105
H 8.10 -3.03 3.33 0.108
H 9.53 -4.21 2.95 0.074
H 4.35 -1.02 -1.49 0.093
H 4.70 0.61 -0.61 0.112
H 2.90 1.74 -1.66 0.107
H 3.48 1.34 -3.41 0.107
H 1.60 -0.02 -3.69 0.114
H 2.41 -1.27 -2.50 0.097
H -0.23 0.20 -2.22 0.119
H 0.86 1.15 -0.99 0.123
H 2.69 -1.83 0.03 0.092
H 1.05 -3.86 1.66 0.076
H -1.92 -3.14 1.18 0.073
H -1.88 -0.73 -0.74 0.088
C -6.81 -1.71 2.10 -0.121
N -5.58 -1.00 1.79 -0.310
C -4.60 -1.24 2.85 -0.142
P -5.34 0.45 0.92 0.762
O -4.11 -0.16 0.18 -0.325
N -6.26 0.47 -0.52 -0.358
C -6.89 -0.73 -1.05 -0.130
C -5.60 1.16 -1.64 -0.154
N -6.74 1.14 1.77 -0.305
C -6.53 1.59 3.13 -0.140
C -8.10 1.31 1.30 -0.112
H -7.41 -1.19 2.85 0.071
H -6.60 -2.71 2.49 0.088
H -7.42 -1.89 1.22 0.053
H -4.90 -0.77 3.79 0.067
H -3.61 -0.85 2.58 0.070
H -4.46 -2.32 3.03 0.079
H -6.21 -1.59 -1.06 0.088
H -7.27 -0.59 -2.07 0.083
H -7.79 -0.98 -0.48 0.052
H -4.86 0.53 -2.14 0.073
H -5.10 2.07 -1.29 0.072
H -6.33 1.48 -2.39 0.076
H -6.96 0.89 3.85 0.077
H -6.97 2.58 3.31 0.082
H -5.46 1.69 3.35 0.074
H -8.63 0.35 1.26 0.076
H -8.15 1.79 0.32 0.091
H -8.69 1.95 1.97 0.058
C -13.87 1.22 3.52 -0.119
N -12.64 1.93 3.21 -0.311
C -11.66 1.69 4.27 -0.140
P -12.40 3.38 2.34 0.763
O -11.18 2.77 1.61 -0.312
N -13.33 3.40 0.90 -0.360
C -13.96 2.20 0.37 -0.129
C -12.67 4.09 -0.22 -0.151
N -13.80 4.07 3.19 -0.311
C -13.59 4.52 4.56 -0.141
C -15.17 4.24 2.73 -0.115
H -14.48 1.74 4.27 0.072
H -13.66 0.22 3.92 0.090
H -14.48 1.04 2.65 0.054
H -11.96 2.16 5.21 0.068
H -10.67 2.08 4.01 0.065
H -11.52 0.61 4.46 0.082
H -13.27 1.34 0.36 0.088
H -14.33 2.34 -0.65 0.085
H -14.85 1.95 0.95 0.051
H -11.92 3.46 -0.71 0.076
H -12.16 5.00 0.14 0.073
H -13.40 4.41 -0.96 0.077
H -14.03 3.82 5.27 0.079
H -14.03 5.51 4.73 0.082
H -12.53 4.62 4.78 0.075
H -15.69 3.28 2.68 0.073
H -15.22 4.72 1.75 0.087
H -15.75 4.88 3.39 0.082
```

Properties
- structure (SMILES) = CC[C@H](NCc1ccccc1)[C@H](CC)O[C@@H](CCCCCCCCOC(C)=O)CCCCn1cccc1.CN(C)P(=O)(N(C)C)N(C)C.CN(C)P(=O)(N(C)C)N(C)C
- LUMO level (eV) = -1.27

***

Record 2
The following is a DFT calculation (the ωB97M-V functional and the def2-TZVPD basis) of a 4-piece molecular cluster, C3H15NO3 overall in a non-equilibrium geometry.

Geometry as XYZ:
```
22
Properties=species:S:1:pos:R:3:nbo_charge:R:1
C -1.38 -1.89 0.93 -0.638
C -0.16 -0.93 0.85 -0.195
N -0.62 0.47 0.69 -0.623
C 0.21 1.41 1.49 -0.436
H -1.37 -2.55 0.03 0.215
H -2.45 -1.47 0.88 0.223
H -1.19 -2.45 1.84 0.216
H 0.67 -1.13 0.00 0.138
H 0.46 -1.03 1.66 0.167
H -1.52 0.70 0.81 0.363
H 1.28 1.17 1.25 0.196
H 0.10 2.46 1.10 0.184
H -0.02 1.53 2.54 0.180
O 0.74 0.06 -3.36 -0.944
H 1.31 -0.59 -2.99 0.468
H -0.18 -0.27 -3.14 0.477
O -1.20 1.52 -1.39 -0.917
H -0.45 2.00 -1.19 0.463
H -1.51 2.07 -2.17 0.452
O 2.77 -0.22 -0.03 -0.915
H 2.59 -0.99 0.42 0.458
H 1.91 0.13 -0.20 0.467
```

Properties
- structure (SMILES) = CCNC.O.O.O
- relative energy (zero: lowest compared OMol25 entry of this formula, charge and spin) (kcal per mole) = 70.9
- LUMO level (eV) = 0.68

***

Record 3
The following is a DFT calculation (the ωB97M-V functional and the def2-TZVPD basis) of C21H25BrCl42NO8S4 as an isolated structure in a non-equilibrium geometry.

Geometry as XYZ:
```
102
Properties=species:S:1:pos:R:3:lowdin_charge:R:1
C 0.82 -2.12 -1.19 -0.066
C 1.94 -2.05 -2.26 -0.279
C 1.73 -0.91 -3.24 -0.145
O 1.28 0.29 -2.59 -0.089
C 0.69 1.13 -3.48 -0.577
O 1.27 1.68 -4.32 0.181
C -0.83 1.26 -3.32 -0.343
S -1.22 0.90 -1.57 0.787
S -3.22 0.35 -1.44 0.222
O -4.02 1.13 -2.34 -0.370
O -3.57 0.63 -0.08 -0.380
N -3.36 -1.27 -1.62 -0.396
S -2.92 -1.75 -3.10 0.120
O -3.42 -0.98 -4.19 -0.373
O -1.50 -2.00 -3.23 -0.446
Br -3.93 -3.75 -3.23 0.384
O 3.27 -2.10 -1.71 0.028
C 3.72 -0.90 -1.26 -0.568
O 4.67 -0.45 -1.75 0.135
C 3.04 -0.14 -0.11 -0.437
S 3.58 1.60 -0.05 0.688
H 0.44 -3.14 -1.18 0.059
H 1.18 -1.92 -0.18 0.011
H -0.01 -1.48 -1.48 0.022
H 1.82 -2.96 -2.84 0.148
H 2.61 -0.75 -3.88 0.115
H 0.94 -1.24 -3.92 0.033
H -1.29 0.55 -4.01 0.087
H -1.07 2.28 -3.59 0.038
H 3.23 -0.63 0.84 -0.004
H 1.96 -0.11 -0.21 0.048
H 3.67 1.90 -1.36 -0.105
C -3.14 4.18 -0.65 -1.510
Cl -1.90 5.05 0.26 0.512
Cl -4.67 5.06 -0.58 0.515
Cl -2.63 3.94 -2.32 0.593
H -3.28 3.21 -0.20 -0.002
C 0.03 -4.78 1.66 -1.524
Cl 1.36 -3.62 1.64 0.562
Cl -1.44 -4.02 1.05 0.529
Cl 0.43 -6.22 0.72 0.527
H -0.14 -5.08 2.69 -0.008
C 4.84 -1.86 3.81 -1.531
Cl 6.10 -0.62 3.87 0.531
Cl 3.34 -1.18 3.19 0.562
Cl 5.36 -3.23 2.84 0.530
H 4.66 -2.21 4.82 0.011
C -8.26 6.07 1.14 -1.566
Cl -9.37 4.69 1.16 0.526
Cl -8.00 6.63 -0.51 0.515
Cl -8.87 7.38 2.15 0.509
H -7.31 5.75 1.54 -0.043
C -4.60 -4.39 3.46 -1.544
Cl -4.53 -3.18 2.18 0.539
Cl -3.02 -5.15 3.71 0.518
Cl -5.20 -3.68 4.96 0.494
H -5.30 -5.16 3.15 -0.077
C 2.64 5.09 2.43 -1.534
Cl 1.45 3.84 2.83 0.523
Cl 4.12 4.87 3.37 0.498
Cl 2.98 5.09 0.70 0.510
H 2.22 6.05 2.69 0.009
C -8.79 -3.61 2.26 -1.508
Cl -7.97 -2.32 3.12 0.532
Cl -7.93 -5.16 2.43 0.502
Cl -10.46 -3.78 2.81 0.524
H -8.80 -3.35 1.21 0.019
C 7.62 4.31 0.91 -1.539
Cl 7.47 5.86 1.74 0.513
Cl 9.02 3.42 1.52 0.516
Cl 6.15 3.36 1.10 0.501
H 7.77 4.50 -0.14 -0.012
C 11.92 3.86 -0.92 -1.544
Cl 13.17 5.11 -0.79 0.520
Cl 10.44 4.54 -1.59 0.528
Cl 12.49 2.52 -1.91 0.499
H 11.70 3.49 0.07 -0.013
C 1.15 -2.24 -7.09 -1.510
Cl 0.11 -2.51 -5.68 0.633
Cl 2.36 -1.00 -6.77 0.564
Cl 1.92 -3.75 -7.60 0.513
H 0.52 -1.89 -7.90 0.012
C 13.20 3.55 -6.08 -1.541
Cl 12.86 1.82 -6.13 0.524
Cl 13.09 4.15 -4.43 0.496
Cl 14.79 3.89 -6.77 0.516
H 12.46 4.06 -6.68 0.012
C -8.41 -4.73 7.23 -1.530
Cl -9.67 -5.85 7.75 0.518
Cl -6.93 -4.98 8.15 0.521
Cl -8.10 -4.89 5.50 0.476
H -8.76 -3.72 7.41 0.016
C -7.22 -8.83 2.17 -1.562
Cl -7.57 -8.64 0.46 0.528
Cl -7.08 -10.54 2.60 0.526
Cl -5.75 -7.96 2.61 0.534
H -8.05 -8.41 2.74 0.003
C -3.67 6.95 3.19 -1.550
Cl -3.71 8.44 4.14 0.519
Cl -2.26 5.99 3.60 0.508
Cl -5.15 6.02 3.42 0.534
H -3.60 7.22 2.14 0.002
```

Properties
- LUMO level (eV) = 1.53
- net charge = -1

***

| no. | highest occupied orbital energy (eV) | orbital gap (eV) | total energy (Eh) |
| --- | --- | --- | --- |
| 1 | -7.13 | 5.85 | -3225.12439 |
| 2 | -8.39 | 9.07 | -403.67419 |
| 3 | -6.74 | 8.27 | -24966.67108 |